# 1
112
Properties=species:S:1:pos:R:3 method="wB97M-V/def2-TZVPD" homo_lumo_gap_ev=8.48 spin_multiplicity=1 charge=+1 lumo_ha=-0.0851 homo_energy_ha=-0.3967
C 3.687 -4.161 -0.131
C 4.905 -3.469 0.487
C 5.675 -2.621 -0.528
C 7.089 -2.239 -0.047
C 7.182 -0.746 0.331
C 7.641 0.064 -0.886
C 7.577 1.581 -0.700
C 6.149 2.091 -0.450
C 5.488 2.498 -1.770
C 3.975 2.673 -1.621
C 3.606 3.722 -0.549
C 2.268 4.431 -0.862
C 1.365 4.603 0.384
C -0.016 3.927 0.228
C -0.282 2.855 1.295
C 0.735 1.703 1.285
C 0.316 0.533 0.380
C 0.653 0.757 -1.115
C 1.425 -0.400 -1.760
C 0.807 -1.810 -1.561
P -0.999 -1.882 -1.588
C -1.498 -2.229 -3.295
C -2.937 -1.843 -3.499
N -3.759 -2.048 -2.563
C -1.482 -3.311 -0.581
C -1.449 -2.997 0.918
C -2.726 -2.344 1.403
F -2.882 -1.096 0.880
F -3.780 -3.086 0.930
C -2.948 -2.319 2.939
F -4.115 -1.687 3.198
F -3.057 -3.604 3.351
S -1.573 -1.517 3.960
F -2.442 -0.217 4.206
F -0.955 -0.813 2.674
F -0.671 -2.793 3.709
F -2.192 -2.178 5.257
F -0.413 -0.906 4.820
H 3.316 -4.926 0.546
H 2.901 -3.427 -0.313
H 3.954 -4.631 -1.073
H 5.574 -4.244 0.857
H 4.598 -2.837 1.319
H 5.752 -3.195 -1.452
H 5.096 -1.718 -0.740
H 7.307 -2.830 0.842
H 7.840 -2.487 -0.793
H 7.910 -0.605 1.126
H 6.187 -0.441 0.642
H 8.680 -0.221 -1.056
H 7.088 -0.251 -1.773
H 7.925 2.053 -1.618
H 8.259 1.857 0.102
H 6.188 2.945 0.222
H 5.540 1.329 0.035
H 5.697 1.717 -2.502
H 5.900 3.451 -2.095
H 3.538 1.720 -1.309
H 3.541 2.963 -2.577
H 3.547 3.204 0.406
H 4.407 4.455 -0.469
H 2.459 5.400 -1.313
H 1.763 3.833 -1.619
H 1.193 5.664 0.540
H 1.864 4.215 1.267
H -0.135 3.480 -0.757
H -0.804 4.672 0.326
H -1.280 2.458 1.090
H -0.349 3.325 2.273
H 1.704 2.062 0.943
H 0.841 1.317 2.297
H -0.767 0.438 0.488
H 0.733 -0.408 0.742
H -0.239 0.975 -1.703
H 1.301 1.626 -1.172
H 2.436 -0.440 -1.365
H 1.493 -0.209 -2.830
H 1.177 -2.256 -0.640
H 1.150 -2.451 -2.372
H -1.603 -0.717 -1.127
H -1.436 -3.313 -3.412
H -0.818 -1.790 -4.019
H -3.241 -1.394 -4.444
H -4.694 -1.742 -2.828
H -2.416 -3.730 -0.939
H -0.707 -4.054 -0.778
H -0.605 -2.335 1.109
H -1.243 -3.889 1.500
F -3.305 5.105 3.165
C -3.981 4.233 3.940
C -3.918 2.888 3.641
C -4.611 1.991 4.441
C -5.358 2.447 5.517
C -5.410 3.806 5.797
C -4.715 4.710 5.007
H -3.334 2.553 2.793
H -4.567 0.934 4.222
H -5.898 1.745 6.138
H -5.994 4.166 6.633
H -4.737 5.772 5.212
F -6.635 -0.342 -2.944
C -7.620 -1.181 -3.359
C -7.956 -1.203 -4.697
C -8.959 -2.066 -5.116
C -9.608 -2.881 -4.199
C -9.253 -2.837 -2.858
C -8.247 -1.983 -2.429
H -7.444 -0.552 -5.393
H -9.234 -2.099 -6.161
H -10.392 -3.548 -4.530
H -9.761 -3.467 -2.141
H -7.953 -1.935 -1.389

=====

# 2
114
Properties=species:S:1:pos:R:3 method="wB97M-V/def2-TZVPD" homo_lumo_gap_ev="5.24 / 5.76" spin_multiplicity=1 charge=+3 lumo_ha="-0.3894 / -0.3654" homo_energy_ha="-0.5819 / -0.5773" relative_energy_kj_mol=152.21
Pb -1.905 0.227 -1.513
N -5.623 1.227 -4.147
C -4.577 1.261 -3.351
S -3.039 0.752 -3.887
N -4.876 1.703 -2.075
N -3.823 2.030 -1.395
C -3.653 3.076 -0.650
C -4.556 4.222 -0.645
C -4.037 5.524 -0.665
C -4.889 6.613 -0.639
C -6.261 6.414 -0.574
C -6.785 5.124 -0.556
C -5.944 4.031 -0.616
C -2.372 3.115 0.114
C -2.218 3.943 1.210
C -0.961 4.041 1.801
C 0.083 3.316 1.270
C -0.168 2.446 0.211
N -1.369 2.347 -0.341
H -5.546 0.902 -5.099
H -6.518 1.561 -3.815
H -2.972 5.687 -0.746
H -4.484 7.614 -0.671
H -6.926 7.265 -0.546
H -7.854 4.977 -0.499
H -6.361 3.035 -0.601
H -3.057 4.504 1.594
H -0.812 4.690 2.652
H 1.084 3.392 1.672
H 0.603 1.818 -0.201
I -3.380 -0.568 1.403
C -4.973 -1.685 0.573
I -4.856 -1.824 -1.523
H -5.910 -1.203 0.826
H -4.912 -2.690 0.973
N -1.010 -1.691 -2.798
C 0.439 -1.704 -2.561
C 1.210 -2.614 -3.522
C 1.176 -2.257 -5.028
C 2.582 -2.186 -5.634
N 3.318 -1.034 -5.124
C 3.651 0.057 -5.802
N 3.893 1.176 -5.120
N 3.764 0.054 -7.132
C 0.947 -0.256 -2.513
O 2.127 -0.015 -2.715
O 0.094 0.673 -2.227
H -1.442 -2.582 -2.570
H -1.207 -1.509 -3.780
H 0.579 -2.087 -1.549
H 0.825 -3.625 -3.376
H 2.243 -2.639 -3.170
H 0.671 -1.301 -5.205
H 0.623 -3.016 -5.581
H 2.534 -2.152 -6.720
H 3.136 -3.086 -5.365
H 3.214 -0.887 -4.121
H 3.609 1.238 -4.154
H 4.247 2.000 -5.573
H 3.773 -0.811 -7.643
H 4.121 0.862 -7.613
O -0.155 -0.435 0.480
P 0.779 -0.982 1.583
C 1.303 -2.614 0.943
C 0.077 -3.526 0.711
C -0.294 -4.372 1.929
C 0.904 -5.156 2.462
C 2.099 -4.252 2.755
C 2.468 -3.429 1.529
C 2.196 0.139 1.764
C 2.889 0.393 0.397
C 4.278 -0.231 0.326
C 5.213 0.356 1.391
C 4.450 0.741 2.666
C 3.231 -0.155 2.871
C -0.129 -0.979 3.168
C 0.503 -1.651 4.404
C -0.117 -1.094 5.683
C 0.248 0.379 5.884
C 0.310 1.145 4.552
C -0.564 0.482 3.491
H 1.640 -2.251 -0.037
H 0.321 -4.205 -0.115
H -0.780 -2.923 0.387
H -1.089 -5.064 1.649
H -0.705 -3.737 2.718
H 1.198 -5.899 1.715
H 0.618 -5.708 3.357
H 2.956 -4.855 3.056
H 1.877 -3.591 3.592
H 2.779 -4.120 0.737
H 3.330 -2.796 1.728
H 1.675 1.060 2.051
H 2.990 1.472 0.238
H 2.271 0.031 -0.421
H 4.697 -0.071 -0.669
H 4.193 -1.313 0.445
H 5.720 1.235 0.991
H 5.994 -0.367 1.630
H 4.113 1.781 2.604
H 5.106 0.680 3.533
H 2.800 0.029 3.853
H 3.546 -1.198 2.856
H -1.026 -1.551 2.906
H 1.582 -1.501 4.438
H 0.337 -2.725 4.361
H 0.223 -1.680 6.537
H -1.202 -1.218 5.638
H 1.212 0.453 6.390
H -0.482 0.845 6.547
H 1.339 1.209 4.194
H -0.022 2.173 4.702
H -0.585 1.087 2.578
H -1.586 0.465 3.876

=====

# 3
111
Properties=species:S:1:pos:R:3 method="wB97M-V/def2-TZVPD" homo_lumo_gap_ev=5.83 spin_multiplicity=1 charge=-2 lumo_ha=0.1367 homo_energy_ha=-0.0776 relative_energy_kj_mol=0.00
Cs -0.588 0.897 0.898
C -1.854 0.344 -2.368
O -2.621 0.482 -1.191
C -3.258 -0.745 -0.847
C -4.111 -0.544 0.381
O -3.373 -0.462 1.599
C -3.348 -1.665 2.348
C -2.378 -2.707 1.819
O -1.035 -2.263 1.870
C -0.459 -2.356 3.153
H -2.504 0.202 -3.240
H -1.178 -0.517 -2.310
H -1.282 1.264 -2.495
H -2.517 -1.535 -0.705
H -3.898 -1.076 -1.676
H -4.821 -1.376 0.430
H -4.661 0.396 0.284
H -4.353 -2.108 2.383
H -3.073 -1.376 3.365
H -2.606 -2.965 0.783
H -2.493 -3.624 2.417
H -0.635 -3.350 3.586
H -0.851 -1.600 3.845
H 0.611 -2.212 3.042
C 1.651 -4.624 1.017
Si 2.569 -3.226 0.150
C 4.292 -3.899 -0.321
C 1.740 -2.876 -1.500
N 2.567 -1.784 1.057
C 2.936 -1.684 2.338
C 3.713 -2.604 3.104
C 3.977 -2.437 4.455
C 3.498 -1.338 5.159
C 2.745 -0.398 4.452
C 2.505 -0.580 3.115
F 1.731 0.365 2.492
H 1.642 -5.553 0.442
H 0.616 -4.306 1.168
H 2.102 -4.829 1.993
H 4.205 -4.620 -1.140
H 4.804 -4.398 0.506
H 4.930 -3.078 -0.661
H 1.611 -3.803 -2.069
H 2.353 -2.195 -2.099
H 0.740 -2.455 -1.371
H 4.099 -3.481 2.598
H 4.568 -3.189 4.968
H 3.700 -1.206 6.213
H 2.337 0.484 4.933
C 5.132 2.408 -1.786
C 4.248 1.174 -1.626
C 3.911 0.609 -3.014
C 4.975 0.121 -0.795
N 3.059 1.625 -0.894
N 2.040 0.668 -0.649
H 6.056 2.153 -2.310
H 5.381 2.817 -0.806
H 4.617 3.184 -2.360
H 4.822 0.314 -3.542
H 3.391 1.358 -3.618
H 3.277 -0.276 -2.941
H 5.881 -0.209 -1.309
H 4.340 -0.743 -0.600
H 5.248 0.540 0.177
H 2.634 2.412 -1.370
H 2.324 0.046 0.116
H 1.906 0.045 -1.446
O -3.779 -3.832 -1.043
C -2.858 -3.923 -1.890
O -1.740 -3.368 -1.883
C -3.137 -4.852 -3.084
C -2.163 -5.052 -4.056
C -2.401 -5.896 -5.133
C -3.623 -6.549 -5.249
C -4.601 -6.353 -4.282
C -4.355 -5.510 -3.206
H -1.221 -4.531 -3.936
H -1.633 -6.048 -5.884
H -3.811 -7.209 -6.089
H -5.555 -6.861 -4.368
H -5.093 -5.340 -2.432
C -3.895 3.811 -1.040
C -4.015 4.533 0.307
C -4.346 3.535 1.421
C -2.785 5.371 0.600
C -2.895 6.750 0.677
C -1.797 7.573 0.911
C -0.551 6.973 1.066
C -0.388 5.600 1.001
C 0.978 4.966 1.166
C 1.919 5.323 0.012
C 1.623 5.308 2.510
C -1.510 4.738 0.767
O -1.378 3.461 0.719
H -4.810 3.253 -1.265
H -3.066 3.107 -1.008
H -3.720 4.529 -1.845
H -4.858 5.232 0.236
H -3.524 2.835 1.566
H -5.248 2.967 1.170
H -4.524 4.055 2.366
H -3.878 7.199 0.548
H -1.908 8.650 0.969
H 0.319 7.601 1.244
H 0.817 3.889 1.131
H 2.134 6.396 -0.001
H 1.462 5.063 -0.945
H 2.865 4.781 0.103
H 1.817 6.382 2.593
H 2.575 4.782 2.627
H 0.967 5.023 3.334

=====

# 4
127
Properties=species:S:1:pos:R:3 method="wB97M-V/def2-TZVPD" homo_lumo_gap_ev=1.52 spin_multiplicity=1 charge=+1 lumo_ha=-0.3055 homo_energy_ha=-0.3616
C 7.687 1.104 2.186
C 7.809 1.360 0.672
C 6.506 1.240 -0.111
N 6.061 -0.158 -0.433
I 7.465 -1.159 -1.630
C 4.889 0.096 -1.445
C 3.556 -0.676 -1.064
C 2.465 0.328 -1.496
C 1.112 -0.421 -1.676
C 0.145 0.454 -2.518
C -1.119 0.951 -1.667
C -1.925 -0.323 -1.289
C -3.356 -0.324 -1.876
C -4.430 -0.236 -0.781
C -5.830 -0.513 -1.346
C -6.799 -1.084 -0.300
C -8.264 -0.741 -0.651
C -9.272 -1.548 0.166
C -10.595 -1.751 -0.563
N -11.514 -2.486 0.286
C -11.482 -3.760 0.615
C -12.537 -4.110 1.515
C -13.242 -2.943 1.708
C -12.600 -1.982 0.931
O 3.642 -1.834 -1.892
C 2.806 -2.740 -1.441
N 1.951 -3.259 -0.835
C 3.823 -0.768 0.464
O 2.984 -1.579 1.295
C 2.505 -0.840 2.249
N 2.061 -0.121 3.050
C 5.350 -0.913 0.662
C 5.935 -2.227 1.216
C 5.286 -3.549 0.760
C 5.757 -4.109 -0.590
C 5.259 -5.511 -0.871
O 5.649 -6.410 0.190
H 8.582 1.375 2.744
H 7.506 0.032 2.344
H 6.828 1.625 2.621
H 8.133 2.402 0.558
H 8.637 0.755 0.292
H 5.735 1.803 0.428
H 6.650 1.773 -1.054
H 4.574 1.132 -1.369
H 5.193 -0.255 -2.423
H 2.750 0.739 -2.470
H 2.406 1.099 -0.723
H 1.294 -1.298 -2.295
H 0.650 -0.697 -0.727
H -0.180 -0.121 -3.450
H 0.663 1.378 -2.865
H -0.741 1.487 -0.797
H -1.723 1.707 -2.273
H -1.940 -0.377 -0.199
H -1.423 -1.240 -1.617
H -3.523 0.499 -2.588
H -3.513 -1.278 -2.391
H -4.190 -0.916 0.042
H -4.418 0.802 -0.427
H -5.777 -1.223 -2.180
H -6.209 0.448 -1.714
H -6.707 -2.174 -0.316
H -6.598 -0.673 0.691
H -8.390 0.328 -0.440
H -8.473 -0.906 -1.716
H -9.455 -1.003 1.095
H -8.813 -2.547 0.502
H -11.032 -0.777 -0.793
H -10.417 -2.326 -1.474
H -10.757 -4.491 0.280
H -12.737 -5.078 1.944
H -14.103 -2.812 2.341
H -12.941 -0.956 0.867
H 3.597 0.256 0.784
H 5.519 -0.232 1.507
H 5.781 -2.181 2.299
H 7.021 -2.310 1.091
H 5.572 -4.298 1.505
H 4.193 -3.542 0.757
H 6.857 -4.172 -0.548
H 5.537 -3.476 -1.454
H 4.179 -5.572 -1.050
H 5.750 -5.889 -1.771
H 4.949 -7.070 0.186
C -5.638 6.680 -4.134
F -5.232 6.691 -5.402
F -5.013 7.691 -3.502
F -6.941 6.971 -4.131
S -5.299 5.069 -3.328
O -3.867 4.925 -3.384
O -6.045 4.111 -4.093
N -5.899 5.439 -1.906
S -5.823 4.286 -0.829
O -4.502 3.956 -0.361
O -6.690 3.163 -1.056
C -6.594 5.206 0.557
F -7.837 5.598 0.255
F -5.900 6.305 0.864
F -6.664 4.450 1.656
C 9.904 4.972 5.138
C 9.083 4.694 6.222
C 7.760 4.330 6.018
C 7.258 4.235 4.727
C 8.080 4.510 3.642
C 9.402 4.882 3.847
H 10.935 5.260 5.298
H 9.476 4.762 7.228
H 7.119 4.120 6.864
H 6.226 3.946 4.568
H 7.689 4.435 2.634
H 10.041 5.102 3.001
O -4.228 10.659 -4.031
H -4.398 11.139 -3.215
H -4.553 9.769 -3.854
Al -1.204 1.217 -4.037
C 4.325 -7.818 3.499
O 4.141 -6.500 2.992
H 3.742 -7.915 4.411
H 3.976 -8.558 2.773
H 5.379 -7.996 3.727
H 4.660 -6.424 2.185
F -0.452 -2.507 -0.531
O 6.487 -5.214 -3.972
H 7.270 -5.726 -4.201
H 6.206 -4.826 -4.807
F -7.968 -2.659 2.071

=====

Values for M, g mol⁻¹, ordered as above
802.92, 1201.00, 835.91, 1118.94
Values for calculated total energy, Ha, ordered as above
-3376.46397, -3674.80018, -2509.89716, -4645.82718